Entry 1:
The following is a DFT calculation (ωB97M-V/def2-TZVPD) of C32H22N12OSSn as an isolated structure.

Element x y z (Å)
Sn: 0.24 2.00 -2.56
C: -2.02 -4.39 -3.10
N: -1.19 -3.23 -2.86
C: -1.53 -1.96 -2.57
N: -0.45 -1.24 -2.33
C: 0.55 -2.15 -2.49
N: 0.15 -3.36 -2.81
C: -2.10 -5.27 -1.86
C: -2.26 -6.67 -1.97
C: -2.31 -7.53 -0.87
C: -2.16 -7.02 0.39
C: -1.97 -5.60 0.53
C: -1.97 -4.74 -0.62
C: -1.72 -5.07 1.76
N: -1.64 -5.75 3.00
N: -1.35 -4.93 3.89
C: -1.23 -3.64 3.28
O: -1.47 -3.76 1.98
C: -0.91 -2.47 3.92
C: -0.69 -2.51 5.33
C: -0.41 -1.33 5.99
C: -0.37 -0.14 5.27
C: -0.56 -0.08 3.86
C: -0.59 1.30 3.24
N: -0.69 1.32 1.78
C: 0.22 1.54 0.84
N: -0.37 1.51 -0.35
C: -1.68 1.27 -0.06
N: -1.91 1.15 1.22
C: -0.83 -1.23 3.19
H: -1.60 -4.95 -3.94
H: -3.01 -4.03 -3.39
H: -2.55 -1.62 -2.57
H: 1.60 -1.92 -2.40
H: -2.35 -7.11 -2.96
H: -2.44 -8.60 -1.02
H: -2.16 -7.65 1.27
H: -1.82 -3.68 -0.48
H: -0.75 -3.45 5.86
H: -0.25 -1.32 7.06
H: -0.18 0.78 5.81
H: 0.27 1.90 3.54
H: -1.48 1.81 3.60
H: 1.27 1.72 1.04
H: -2.46 1.19 -0.80
H: -1.03 -1.23 2.13
S: 4.54 8.07 -0.79
N: 2.97 7.97 -1.10
C: 2.69 6.69 -1.29
C: 1.39 6.15 -1.61
C: 0.23 6.92 -1.80
C: -0.95 6.31 -2.15
C: -0.97 4.93 -2.31
N: 0.12 4.17 -2.12
C: 1.29 4.77 -1.78
C: 2.46 3.90 -1.65
N: 2.27 2.58 -1.87
C: 3.32 1.75 -1.83
C: 4.60 2.20 -1.54
C: 4.80 3.54 -1.30
C: 3.72 4.42 -1.36
C: 3.82 5.85 -1.16
N: 4.94 6.51 -0.88
H: 0.29 8.00 -1.68
H: -1.85 6.88 -2.32
H: -1.88 4.42 -2.61
H: 3.12 0.70 -2.04
H: 5.42 1.49 -1.53
H: 5.79 3.93 -1.09

The net charge is +4. For the total energy, the calculation gives -70097.4690 eV. For the orbital gap, the calculation gives 3.648 eV.

How is the electron density shared among the atoms? According to Mulliken, the charges in e are:
1 Sn 0.85
2 C -1.02
3 N 0.69
4 C -0.26
5 N 0.02
6 C -0.51
7 N -0.82
8 C 0.50
9 C -0.44
10 C -0.98
11 C -0.72
12 C -0.07
13 C 0.05
14 C 0.92
15 N -0.21
16 N -0.22
17 C 0.98
18 O -0.21
19 C -0.34
20 C -0.82
21 C -0.91
22 C -0.54
23 C 0.81
24 C -1.27
25 N 0.56
26 C -0.26
27 N 0.14
28 C -0.49
29 N -0.70
30 C 0.00
31 H 0.54
32 H 0.31
33 H 0.40
34 H 0.51
35 H 0.51
36 H 0.47
37 H 0.58
38 H 0.73
39 H 0.59
40 H 0.48
41 H 0.50
42 H 0.55
43 H 0.38
44 H 0.55
45 H 0.50
46 H 0.80
47 S 0.30
48 N -0.60
49 C 0.68
50 C 0.10
51 C -0.35
52 C -0.87
53 C -0.08
54 N -0.26
55 C 0.08
56 C 0.11
57 N -0.06
58 C -0.14
59 C -0.86
60 C -0.35
61 C 0.18
62 C 0.67
63 N -0.61
64 H 0.59
65 H 0.47
66 H 0.41
67 H 0.40
68 H 0.47
69 H 0.59



Entry 2:
The following is a DFT calculation (ωB97M-V/def2-TZVPD) of a 2-piece molecular cluster, C16H17N overall.

Element x y z (Å)
C: 2.49 1.27 0.12
C: 1.56 1.35 1.29
C: 1.46 2.33 2.23
N: 0.49 1.99 3.18
C: -0.11 0.83 2.80
C: -1.13 0.08 3.39
C: -1.52 -1.07 2.75
C: -0.92 -1.49 1.55
C: 0.16 -0.81 1.02
C: 0.54 0.39 1.62
H: 1.94 0.88 -0.73
H: 3.30 0.58 0.37
H: 2.93 2.23 -0.18
H: 2.15 3.12 2.48
H: 0.53 2.41 4.09
H: -1.69 0.53 4.21
H: -2.29 -1.69 3.19
H: -1.24 -2.43 1.11
H: 0.62 -1.24 0.14
C: -1.62 1.23 -1.59
C: -0.87 0.01 -2.01
C: 0.30 0.01 -2.77
C: 0.88 -1.15 -3.26
C: 0.28 -2.37 -3.00
C: -0.90 -2.42 -2.27
C: -1.43 -1.25 -1.76
H: -2.56 1.38 -2.12
H: -1.04 2.14 -1.74
H: -1.77 1.20 -0.51
H: 0.72 0.99 -3.01
H: 1.70 -1.06 -3.96
H: 0.72 -3.26 -3.44
H: -1.35 -3.38 -2.03
H: -2.33 -1.33 -1.16

For the total energy, the calculation gives -18358.1127 eV. For the orbital gap, the calculation gives 8.690 eV.

How is the electron density shared among the atoms? According to Mulliken, the charges in e are:
1 C -1.01
2 C 0.28
3 C -0.76
4 N -0.03
5 C -0.69
6 C -0.79
7 C -0.58
8 C -0.55
9 C -0.41
10 C 1.53
11 H 0.05
12 H 0.29
13 H 0.36
14 H 0.39
15 H 0.25
16 H 0.37
17 H 0.38
18 H 0.50
19 H 0.44
20 C -1.49
21 C 0.78
22 C -0.25
23 C -0.61
24 C -0.37
25 C -0.63
26 C -0.34
27 H 0.34
28 H 0.37
29 H 0.28
30 H 0.37
31 H 0.40
32 H 0.39
33 H 0.39
34 H 0.37



Entry 3:
The following is a DFT calculation (ωB97M-V/def2-TZVPD) of a 13-piece molecular cluster, C19H64N4O13 overall.

Element x y z (Å)
C: -0.26 3.88 1.88
C: -0.98 4.43 0.75
O: -1.41 5.77 0.96
H: 0.26 2.97 1.63
H: -0.91 3.71 2.72
H: 0.41 4.66 2.20
H: -1.81 3.75 0.60
H: -0.30 4.34 -0.07
H: -1.96 5.86 1.76
C: 3.53 0.02 2.29
C: 2.76 1.07 3.16
O: 3.53 2.25 3.41
H: 4.57 -0.13 2.60
H: 3.36 0.22 1.24
H: 3.17 -1.03 2.27
H: 2.52 0.59 4.14
H: 1.82 1.26 2.66
H: 3.84 2.57 2.54
C: -3.66 -1.38 0.79
C: -2.58 -2.52 0.59
O: -2.99 -3.68 1.13
H: -3.61 -0.93 1.75
H: -4.68 -1.75 0.60
H: -3.43 -0.66 0.12
H: -1.71 -2.32 1.09
H: -2.20 -2.61 -0.42
H: -2.91 -4.39 0.47
C: 2.56 3.57 -2.19
C: 1.52 2.44 -1.91
O: 1.54 2.25 -0.60
H: 2.90 3.52 -3.15
H: 3.36 3.53 -1.58
H: 2.28 4.53 -1.94
H: 1.90 1.59 -2.46
H: 0.54 2.58 -2.38
H: 1.33 1.30 -0.44
C: 5.56 -3.50 1.51
C: 4.54 -3.04 0.38
O: 3.26 -3.36 0.67
H: 5.44 -2.91 2.41
H: 6.58 -3.44 1.24
H: 5.35 -4.55 1.80
H: 4.75 -3.45 -0.60
H: 4.67 -1.98 0.44
H: 2.68 -3.18 -0.04
C: -0.79 -1.74 -3.14
C: -0.01 -0.76 -3.94
O: 1.10 -1.39 -4.47
H: -0.90 -2.60 -3.84
H: -1.78 -1.41 -2.80
H: -0.20 -1.93 -2.20
H: 0.21 0.14 -3.47
H: -0.60 -0.56 -4.86
H: 1.46 -0.83 -5.20
C: -0.54 0.11 0.41
O: -1.30 0.47 1.55
N: 0.61 -0.49 0.55
N: -0.98 0.27 -0.85
H: 0.80 -1.08 1.41
H: 1.21 -0.72 -0.30
H: -1.91 0.71 -0.93
H: -0.47 -0.10 -1.64
C: -4.55 1.82 -0.21
O: -5.16 1.11 0.82
N: -3.28 1.98 -0.25
N: -5.22 2.31 -1.16
H: -2.88 1.50 0.54
H: -2.83 2.68 -0.86
H: -6.21 2.51 -1.11
H: -4.98 2.58 -2.11
C: 3.59 -0.79 -1.83
O: 2.29 -1.31 -1.48
H: 3.80 0.20 -1.26
H: 3.49 -0.53 -2.83
H: 4.39 -1.51 -1.78
H: 2.19 -2.16 -1.98
C: -3.05 0.98 -3.53
O: -3.25 -0.07 -4.46
H: -3.13 0.70 -2.44
H: -3.88 1.72 -3.56
H: -2.08 1.44 -3.73
H: -2.98 0.33 -5.30
C: 0.27 -4.24 0.00
O: -0.28 -4.29 -1.31
H: 1.12 -3.60 -0.04
H: 0.64 -5.27 0.22
H: -0.43 -4.07 0.77
H: -1.02 -4.91 -1.38
C: 0.05 -2.16 3.48
O: 1.05 -2.15 2.50
H: -0.80 -1.63 3.01
H: 0.37 -1.77 4.42
H: -0.29 -3.25 3.73
H: 1.61 -2.94 2.38
C: -3.50 2.37 3.15
O: -3.07 2.90 4.32
H: -3.19 2.96 2.33
H: -4.57 2.40 3.22
H: -3.15 1.33 2.98
H: -2.11 2.88 4.43

For the total energy, the calculation gives -53311.1021 eV. For the orbital gap, the calculation gives 8.850 eV.

Mulliken population analysis, charges in e, atoms 1 to 99:
1 C -0.44
2 C 0.49
3 O -0.61
4 H -0.14
5 H 0.02
6 H 0.42
7 H -0.29
8 H 0.14
9 H 0.35
10 C -0.39
11 C 0.22
12 O -0.58
13 H 0.43
14 H -0.07
15 H 0.00
16 H 0.27
17 H -0.15
18 H 0.33
19 C -0.12
20 C 0.57
21 O -0.64
22 H 0.25
23 H 0.42
24 H -0.55
25 H -0.59
26 H 0.31
27 H 0.39
28 C -1.96
29 C 0.52
30 O -0.26
31 H 0.47
32 H 0.46
33 H 0.48
34 H 0.12
35 H 0.06
36 H -0.01
37 C -1.45
38 C -0.05
39 O -0.44
40 H 0.29
41 H 0.42
42 H 0.32
43 H 0.35
44 H 0.14
45 H -0.06
46 C -0.58
47 C -0.10
48 O -0.58
49 H 0.52
50 H 0.17
51 H -0.17
52 H -0.17
53 H 0.45
54 H 0.37
55 C 0.48
56 O -0.74
57 N 3.01
58 N 2.12
59 H -0.73
60 H -0.84
61 H -0.87
62 H -0.88
63 C 0.20
64 O -0.67
65 N -0.30
66 N -0.18
67 H -0.24
68 H 0.33
69 H 0.31
70 H 0.13
71 C -1.01
72 O -0.78
73 H 0.22
74 H 0.40
75 H 0.34
76 H 0.21
77 C -0.06
78 O -0.56
79 H -0.39
80 H 0.23
81 H 0.27
82 H 0.36
83 C 0.40
84 O -0.48
85 H -0.33
86 H 0.40
87 H 0.30
88 H 0.28
89 C -0.58
90 O -0.45
91 H 0.05
92 H 0.30
93 H 0.27
94 H 0.23
95 C -0.17
96 O -0.62
97 H -0.01
98 H 0.29
99 H 0.13



Entry 4:
The following is a DFT calculation (ωB97M-V/def2-TZVPD) of an isolated ion of composition C6H13N2 and charge +1.

Element x y z (Å)
C: 0.76 -0.50 -0.58
C: -0.65 1.32 1.38
C: -0.70 -0.24 1.44
C: -0.93 1.82 0.02
C: -2.20 1.78 -0.63
C: 2.38 -2.24 -1.03
N: 0.39 -0.79 0.67
N: 1.68 -1.00 -1.36
H: -1.39 1.72 2.03
H: 0.27 1.79 1.79
H: -0.66 -0.43 2.52
H: -1.62 -0.62 1.07
H: -0.05 2.14 -0.64
H: -2.96 1.60 0.10
H: -2.01 1.26 -1.61
H: -2.38 2.80 -1.02
H: 3.35 -2.32 -1.50
H: 1.93 -3.27 -1.43
H: 2.29 -2.51 -0.02
H: 1.05 -1.44 1.17
H: 1.46 -0.87 -2.35

The net charge is +1. For the total energy, the calculation gives -9402.4181 eV. For the orbital gap (spin up / spin down), the calculation gives 6.838 / 6.872 eV.

How is the electron density shared among the atoms? According to Mulliken, the charges in e are:
1 C -0.09
2 C -0.81
3 C -0.46
4 C 0.21
5 C -1.05
6 C -0.86
7 N -0.07
8 N -0.14
9 H 0.44
10 H 0.30
11 H 0.36
12 H 0.30
13 H 0.37
14 H 0.37
15 H 0.31
16 H 0.41
17 H 0.33
18 H 0.28
19 H 0.27
20 H 0.23
21 H 0.30